Record 1
Molecular formula: H35O17
Method: DFT, the ωB97M-V functional and the def2-TZVPD basis

Properties
Relative energy (zero: lowest compared OMol25 entry of this formula, charge and spin)   199.80 kcal/mol
Total charge   +1
Orbital gap   9.295 eV
Spin multiplicity   1

Geometry (Å):
H 5.25 -1.60 -1.65
H 0.91 0.99 -5.07
O -2.73 3.06 2.24
H 2.54 -2.69 -1.78
H -2.10 -1.08 -1.65
H -2.74 -1.95 2.77
O 2.86 2.99 0.56
H 0.95 -2.36 -3.65
H 2.99 3.39 1.38
H -2.57 3.88 2.10
H -3.20 -3.90 -0.20
O -1.24 0.37 4.92
H 1.78 5.03 -1.32
H 3.37 1.02 3.42
O 2.58 1.54 3.14
O 0.67 -2.34 -2.65
H 0.45 -4.81 -0.64
O 1.26 -4.34 -0.49
H -0.06 -1.20 -0.73
O 0.08 0.43 -5.04
O -0.96 -1.41 -0.73
O -2.64 -1.50 1.94
O -1.51 2.14 -1.63
H 0.87 0.50 2.11
H -0.54 2.01 -1.78
O 1.24 4.75 -0.54
H 2.97 -2.89 -0.26
H 0.64 1.52 1.08
H 4.73 -0.81 -0.56
H -1.82 0.64 1.40
H -1.89 1.92 0.33
H 1.53 3.92 -0.23
H -1.16 -2.30 -0.64
O 5.25 -1.56 -0.72
H 3.12 3.75 0.08
O -2.41 1.01 0.65
O 2.58 -2.17 -0.93
H -2.73 -4.55 1.08
H 1.65 -4.43 -1.25
H -1.89 1.01 5.13
O -2.63 -0.06 -1.62
H -0.16 0.43 -4.24
H -2.05 0.55 -2.12
O -2.44 -4.08 0.19
H 1.75 1.31 3.22
H -0.87 0.58 4.01
O 0.11 0.99 1.67
H -0.45 -2.38 -2.75
H -1.82 2.97 -1.88
H -2.38 0.40 -0.38
H -3.42 -1.52 1.37
H -3.71 2.81 2.37

Record 2
Molecular formula: C27H30N2O4
Method: DFT, the ωB97M-V functional and the def2-TZVPD basis

Properties
Relative energy (zero: lowest compared OMol25 entry of this formula, charge and spin)   576.14 kcal/mol
Total charge   0
Orbital gap   8.195 eV
Spin multiplicity   1

Geometry (Å):
C -2.21 -2.59 -2.52
C -1.63 1.85 -1.62
H -0.65 -3.43 -4.52
C 0.25 -0.46 3.54
H -2.74 -2.74 -3.57
C -2.57 3.41 1.53
C 1.01 1.70 2.78
C 1.28 0.24 2.73
C 1.94 2.25 -0.83
N 1.88 -0.13 -1.47
C -0.40 -4.54 -2.72
H -2.07 2.63 -2.35
H -3.13 2.72 1.94
C -1.02 -0.09 0.06
H 1.71 4.22 0.50
C -1.86 1.99 -0.32
H 0.11 -2.35 -0.95
N -0.78 -2.06 -3.12
O 1.92 1.76 0.34
H 1.16 -3.61 2.55
H -1.53 1.08 1.54
C 2.24 -0.33 1.99
H 0.24 -4.56 -1.70
H 2.64 2.85 -1.08
H 2.01 -1.85 -2.26
H 3.21 0.11 1.65
C -0.97 -0.22 -1.27
C 1.43 3.94 1.42
H -1.06 0.45 -3.03
H -0.04 -5.44 -3.09
H 1.27 -0.64 -3.42
H -2.54 -1.67 -2.09
C 0.08 -1.86 3.28
H 0.88 3.02 -1.10
C 1.26 -0.97 -2.49
O -1.77 -4.81 -2.54
H -0.63 -2.38 3.67
H 1.63 -0.24 -0.43
H -2.90 4.36 1.51
H -1.54 -3.75 -0.74
C 0.08 -1.55 -1.75
C -2.40 -3.74 -1.69
C 1.50 2.40 1.51
H 0.74 -3.12 -3.71
C 0.89 3.64 3.97
H 0.69 4.29 4.75
C -1.40 1.08 0.40
H 3.03 -2.46 1.39
C 1.09 -2.49 2.89
H 1.14 5.55 2.66
C -0.14 -3.46 -3.59
H -0.95 -1.09 0.75
O 1.59 1.60 -3.17
H -3.46 -4.09 -1.48
C 1.10 2.41 3.76
O -2.33 3.04 0.10
H -1.61 3.35 2.04
H -0.39 0.01 3.86
C -1.09 0.67 -2.16
C 2.26 -1.75 2.08
H 0.76 1.93 4.89
C 1.11 4.58 2.65
C 1.66 1.36 -1.92

Record 3
Molecular formula: C19H25N5OS3Sn
Method: DFT, the ωB97M-V functional and the def2-TZVPD basis

Properties
Total charge   +4
Orbital gap (alpha / beta)   5.793 / 7.279 eV
Spin multiplicity   1

Geometry (Å):
C -0.37 -6.86 -2.89
C -1.87 2.86 1.95
H -1.54 4.04 3.76
C -0.03 -5.64 -2.09
N -0.36 -8.04 -2.34
H 0.83 -2.53 5.15
C 4.14 -0.59 1.50
H 2.86 0.52 -1.27
C 3.62 0.32 -0.52
H 0.84 4.76 -1.64
C -0.40 -4.20 -0.23
C -2.10 4.10 2.83
N 2.81 -2.14 4.52
C -0.33 3.92 -0.06
C 1.10 -3.56 -1.83
C 5.45 -0.16 1.40
C 1.82 -2.41 5.59
C 4.92 0.74 -0.74
C 5.85 0.50 0.25
H -3.16 4.14 3.08
H -0.68 4.87 0.37
H 1.81 -1.58 6.30
H 6.16 -0.29 2.21
H 5.18 1.25 -1.66
S -0.18 2.84 1.35
H -0.08 -8.17 -1.38
H 5.71 -2.19 3.07
C 1.00 4.10 -0.79
H -1.42 -6.06 -0.48
H -0.93 -3.96 0.69
H -2.53 2.85 1.08
Sn 0.71 -0.46 0.29
H 2.12 -3.33 6.10
C 2.56 -1.41 3.36
H 1.81 -2.82 -2.19
S -0.82 -6.56 -4.49
H -1.85 5.03 2.32
H -1.11 3.51 -0.70
H -0.62 -8.87 -2.85
N 0.46 -3.28 -0.69
C 0.90 -4.72 -2.56
H 1.45 -4.89 -3.48
H 1.37 3.15 -1.17
H 4.50 -3.12 5.35
H -2.00 1.94 2.51
H 6.88 0.82 0.13
O -0.02 1.40 0.70
C -0.68 -5.38 -0.89
N 3.21 -0.34 0.57
N 3.78 -1.35 2.69
H 1.75 4.57 -0.15
C 4.07 -2.53 4.55
S 1.08 -0.80 3.00
C 4.69 -2.04 3.40

F_max
In order: 0.203, 0.363, 0.007
Unit: Eh/bohr